1.
{
  "formula": "C18H39BN4O26S6",
  "method": "ωB97M-V/def2-TZVPD",
  "smiles": "CC(=O)N(BCC(N)(N)N)C(C)=O.O=S1(=O)OCCO1.O=S1(=O)OCCO1.O=S1(=O)OCCO1.O=S1(=O)OCCO1.O=S1(=O)OCCO1.O=S1(=O)OCCO1",
  "charge": 0,
  "gap_ev": 8.263,
  "homo_energy_ev": -8.17,
  "e_tot_ha": -5298.41418,
  "elements": ["C", "C", "O", "N", "B", "C", "C", "N", "N", "N", "C", "C", "O", "H", "H", "H", "H", "H", "H", "H", "H", "H", "H", "H", "H", "H", "H", "H", "O", "S", "O", "O", "C", "C", "O", "H", "H", "H", "H", "O", "S", "O", "O", "C", "C", "O", "H", "H", "H", "H", "O", "S", "O", "O", "C", "C", "O", "H", "H", "H", "H", "O", "S", "O", "O", "C", "C", "O", "H", "H", "H", "H", "O", "S", "O", "O", "C", "C", "O", "H", "H", "H", "H", "O", "S", "O", "O", "C", "C", "O", "H", "H", "H", "H"],
  "positions_angstrom": [[1.548, -5.211, 0.507], [2.054, -4.519, -0.730], [2.527, -5.103, -1.667], [1.893, -3.079, -0.692], [1.154, -2.512, -1.864], [-0.153, -1.662, -1.747], [-1.106, -1.908, -0.577], [-0.482, -1.707, 0.709], [-2.260, -0.960, -0.794], [-1.634, -3.270, -0.657], [3.070, -2.388, -0.375], [2.875, -0.892, -0.283], [4.135, -2.933, -0.180], [2.371, -5.292, 1.219], [0.782, -4.589, 0.970], [1.136, -6.183, 0.252], [1.618, -2.669, -2.954], [-0.726, -1.891, -2.652], [0.076, -0.593, -1.836], [-1.064, -2.036, 1.468], [-0.240, -0.736, 0.841], [-1.852, -0.025, -0.802], [-2.788, -0.983, 0.078], [-2.476, -3.216, -1.221], [-1.928, -3.579, 0.263], [1.880, -0.690, 0.112], [3.598, -0.460, 0.404], [2.948, -0.426, -1.269], [-5.178, -2.113, 3.748], [-4.205, -1.191, 3.290], [-3.580, -1.352, 2.024], [-3.077, -1.045, 4.413], [-2.923, 0.335, 4.787], [-4.302, 0.926, 4.581], [-4.769, 0.296, 3.374], [-2.179, 0.794, 4.133], [-2.593, 0.391, 5.821], [-4.285, 2.003, 4.444], [-4.980, 0.666, 5.391], [0.097, 2.757, -0.825], [0.459, 2.454, 0.510], [-0.201, 1.426, 1.239], [0.428, 3.804, 1.363], [1.701, 4.035, 1.986], [2.695, 3.394, 1.039], [2.034, 2.197, 0.602], [1.706, 3.552, 2.965], [1.852, 5.104, 2.099], [3.631, 3.127, 1.522], [2.891, 4.024, 0.170], [3.172, -10.013, -4.881], [3.926, -8.910, -5.361], [4.257, -8.794, -6.735], [5.254, -8.796, -4.475], [5.346, -7.492, -3.879], [3.906, -7.063, -3.696], [3.255, -7.543, -4.887], [5.881, -6.831, -4.564], [5.886, -7.564, -2.940], [3.783, -5.987, -3.623], [3.448, -7.537, -2.828], [0.543, 0.269, -5.494], [0.465, 1.142, -4.379], [1.295, 0.956, -3.242], [-1.059, 1.237, -3.915], [-1.493, 2.607, -3.903], [-0.673, 3.264, -4.993], [0.624, 2.656, -4.861], [-1.278, 3.033, -2.921], [-2.562, 2.642, -4.097], [-0.572, 4.337, -4.858], [-1.068, 3.036, -5.986], [1.397, 6.758, -2.156], [1.103, 6.796, -3.541], [-0.135, 6.308, -4.041], [2.306, 6.111, -4.335], [2.846, 7.015, -5.310], [2.610, 8.386, -4.710], [1.312, 8.276, -4.104], [2.305, 6.884, -6.249], [3.899, 6.791, -5.457], [2.589, 9.178, -5.453], [3.341, 8.622, -3.935], [-3.893, 2.843, 7.736], [-5.123, 2.156, 7.911], [-6.163, 2.258, 6.954], [-5.688, 2.486, 9.366], [-5.898, 1.275, 10.111], [-4.849, 0.323, 9.572], [-4.825, 0.604, 8.163], [-6.910, 0.916, 9.918], [-5.775, 1.483, 11.170], [-5.103, -0.722, 9.722], [-3.862, 0.530, 9.988]]
}


2.
{
  "formula": "C18H39NO2",
  "method": "ωB97M-V/def2-TZVPD",
  "smiles": "CCCCCCCCCCCCCCC[C@@H](O)[C@@H](N)CO",
  "charge": 0,
  "gap_ev": 10.092,
  "relative_energy_kcal_mol": 4.2,
  "homo_energy_ev": -9.26,
  "e_tot_ha": -914.49167,
  "elements": ["C", "C", "C", "C", "C", "C", "C", "C", "C", "C", "C", "C", "C", "C", "C", "C", "O", "C", "N", "C", "O", "H", "H", "H", "H", "H", "H", "H", "H", "H", "H", "H", "H", "H", "H", "H", "H", "H", "H", "H", "H", "H", "H", "H", "H", "H", "H", "H", "H", "H", "H", "H", "H", "H", "H", "H", "H", "H", "H", "H"],
  "positions_angstrom": [[-5.878, -1.252, -1.224], [-4.924, -1.347, -0.040], [-5.059, -0.178, 0.938], [-4.711, 1.195, 0.356], [-3.282, 1.336, -0.173], [-2.221, 1.226, 0.919], [-0.791, 1.297, 0.381], [-0.408, 2.675, -0.156], [1.036, 2.734, -0.659], [2.070, 2.724, 0.467], [3.507, 2.830, -0.052], [4.036, 1.526, -0.651], [4.427, 0.510, 0.421], [4.755, -0.869, -0.154], [3.526, -1.656, -0.618], [2.594, -2.067, 0.529], [1.816, -1.000, 1.018], [1.662, -3.248, 0.140], [0.776, -3.604, 1.244], [0.781, -2.922, -1.081], [-0.077, -1.823, -0.867], [-6.905, -1.155, -0.878], [-5.642, -0.394, -1.848], [-5.807, -2.146, -1.839], [-3.897, -1.408, -0.405], [-5.130, -2.271, 0.506], [-6.091, -0.141, 1.294], [-4.426, -0.373, 1.806], [-4.869, 1.943, 1.137], [-5.407, 1.424, -0.454], [-3.201, 2.313, -0.654], [-3.092, 0.581, -0.937], [-2.341, 0.273, 1.438], [-2.373, 2.022, 1.653], [-0.676, 0.560, -0.417], [-0.109, 1.031, 1.191], [-1.071, 2.934, -0.983], [-0.549, 3.424, 0.628], [1.206, 1.892, -1.332], [1.168, 3.651, -1.241], [1.967, 1.815, 1.058], [1.870, 3.572, 1.126], [3.549, 3.618, -0.809], [4.164, 3.128, 0.768], [4.914, 1.742, -1.266], [3.277, 1.102, -1.308], [5.303, 0.886, 0.955], [3.620, 0.404, 1.144], [5.276, -1.458, 0.606], [5.435, -0.752, -1.002], [3.864, -2.563, -1.125], [2.961, -1.059, -1.336], [3.203, -2.389, 1.386], [1.224, -0.727, 0.299], [2.272, -4.118, -0.120], [0.492, -2.745, 1.713], [1.274, -4.156, 1.934], [0.195, -3.816, -1.326], [1.399, -2.664, -1.942], [-0.683, -2.069, -0.158]]
}


3.
{
  "formula": "C18H40AgN5O19S3",
  "method": "ωB97M-V/def2-TZVPD",
  "charge": 0,
  "gap_ev": 3.832,
  "homo_energy_ev": -7.60,
  "e_tot_ha": -3754.33697,
  "elements": ["Ag", "N", "O", "O", "O", "C", "C", "O", "S", "O", "O", "O", "H", "H", "H", "H", "C", "C", "O", "S", "O", "O", "O", "H", "H", "H", "H", "C", "C", "O", "S", "O", "O", "O", "H", "H", "H", "H", "C", "C", "O", "N", "C", "H", "H", "H", "H", "H", "H", "H", "C", "C", "O", "N", "C", "H", "H", "H", "H", "H", "H", "H", "C", "C", "O", "N", "C", "H", "H", "H", "H", "H", "H", "H", "C", "C", "O", "N", "C", "H", "H", "H", "H", "H", "H", "H"],
  "positions_angstrom": [[-0.611, 3.650, 3.789], [1.206, 1.271, 0.110], [1.266, 0.239, -0.536], [2.140, 1.993, 0.363], [0.038, 1.709, 0.484], [6.970, -0.920, -0.361], [8.445, -1.132, -0.790], [9.300, -1.473, 0.242], [8.410, -1.945, 1.493], [8.537, -0.924, 2.509], [8.618, -3.344, 1.798], [6.954, -1.729, 0.817], [6.286, -1.256, -1.140], [6.679, 0.085, -0.056], [8.824, -0.283, -1.360], [8.524, -1.995, -1.452], [-5.673, 0.367, -1.010], [-6.863, 0.051, -0.040], [-7.963, 0.022, -0.967], [-7.815, 0.733, -2.448], [-8.041, 2.145, -2.318], [-8.589, 0.022, -3.482], [-6.217, 0.375, -2.343], [-4.992, -0.462, -0.820], [-5.096, 1.281, -0.872], [-7.153, 0.856, 0.635], [-6.685, -0.768, 0.656], [0.113, -6.244, -3.770], [-0.963, -5.166, -3.846], [-1.214, -5.156, -5.227], [-1.255, -6.653, -5.882], [-0.690, -6.626, -7.219], [-2.534, -7.317, -5.647], [-0.176, -7.211, -4.729], [0.195, -6.520, -2.719], [1.034, -5.727, -4.041], [-0.693, -4.193, -3.437], [-1.850, -5.510, -3.314], [0.037, 10.127, 2.610], [-0.304, 8.754, 1.980], [-0.830, 7.853, 2.649], [0.112, 8.622, 0.691], [0.309, 7.425, -0.151], [1.074, 10.076, 2.944], [-0.694, 10.477, 3.339], [0.113, 10.893, 1.838], [0.136, 9.501, 0.195], [1.354, 7.129, -0.250], [-0.058, 7.580, -1.165], [-0.359, 6.604, 0.105], [2.826, -1.611, 5.005], [2.301, -0.579, 5.996], [1.480, 0.270, 5.608], [2.819, -0.825, 7.175], [2.550, -0.032, 8.398], [3.916, -1.594, 4.994], [2.391, -1.360, 4.037], [2.476, -2.599, 5.304], [3.419, -1.611, 7.379], [2.199, -0.630, 9.239], [1.914, 0.848, 8.308], [3.471, 0.441, 8.738], [-1.057, -7.128, 4.639], [-0.999, -6.218, 3.376], [-0.667, -6.714, 2.278], [-1.466, -4.955, 3.471], [-1.644, -4.000, 2.390], [-0.206, -7.809, 4.668], [-1.902, -7.808, 4.536], [-1.162, -6.499, 5.523], [-1.812, -4.730, 4.392], [-2.479, -4.350, 1.783], [-0.747, -3.976, 1.771], [-1.830, -3.003, 2.788], [-2.222, 4.249, -8.256], [-1.902, 3.867, -6.794], [-1.560, 4.708, -5.995], [-2.168, 2.649, -6.435], [-2.012, 2.198, -5.053], [-1.552, 3.733, -8.944], [-2.112, 5.328, -8.367], [-3.208, 4.014, -8.655], [-2.602, 2.100, -7.163], [-2.616, 2.856, -4.428], [-0.983, 2.333, -4.719], [-2.214, 1.148, -4.844]]
}